A 4-piece molecular cluster, C2H14NO3 overall at a distorted geometry, computed with ωB97M-V with the def2-TZVPD basis set.

Output
- HOMO-LUMO gap: 0.3910 Eh
- LUMO energy: -2.970 eV
- E_HOMO: -13.61 eV

Geometry as ORCA input:
```
! wB97M-V def2-TZVPD RIJCOSX def2/J DEFGRID3
* xyz 1 1
C -0.890 0.562 0.780
N -1.378 -0.107 -0.483
C -1.324 0.834 -1.665
H -0.041 1.101 0.368
H -1.593 1.095 1.406
H -0.487 -0.261 1.357
H -2.325 -0.464 -0.356
H -0.811 -0.847 -0.918
H -0.303 1.023 -1.989
H -1.880 1.699 -1.307
H -1.796 0.313 -2.498
H 2.793 -3.629 5.255
H 1.985 -2.377 5.211
O 1.905 -3.327 5.062
H 1.478 -1.845 -0.877
H 1.337 -1.700 -2.367
O 0.821 -1.747 -1.567
H 1.230 3.207 -1.144
H 0.641 3.614 -2.431
O 0.637 2.855 -1.837
*
```

C30H45BrO2P2Ru as an isolated structure at a distorted geometry, computed with ωB97M-V with the def2-TZVPD basis set.

Output
- HOMO-LUMO gap (alpha / beta): 0.2485 / 0.1287 Eh
- LUMO energy (alpha / beta): -2.102 / -6.827 eV
- E_HOMO (alpha / beta): -8.86 / -10.33 eV

Geometry as ORCA input:
```
! wB97M-V def2-TZVPD RIJCOSX def2/J DEFGRID3
* xyz 1 6
Ru 0.200 -0.143 -0.708
C -1.501 -0.669 1.331
C -1.089 -1.516 0.219
C 0.640 -1.365 1.795
C -0.456 -0.626 2.272
C 0.317 -1.906 0.493
C -2.837 -0.059 1.496
H -3.447 -0.180 0.596
H -2.754 1.016 1.711
H -3.381 -0.515 2.335
C -0.508 0.081 3.580
H -1.546 0.242 3.896
H -0.017 1.065 3.523
H 0.005 -0.496 4.360
C 1.909 -1.606 2.507
H 1.757 -1.703 3.590
H 2.614 -0.773 2.351
H 2.394 -2.518 2.137
C 0.991 -3.072 -0.127
H 0.898 -3.970 0.496
H 2.055 -2.857 -0.257
H 0.561 -3.283 -1.105
C -2.015 -2.310 -0.639
H -2.357 -3.227 -0.133
H -1.518 -2.602 -1.568
H -2.901 -1.720 -0.894
C -0.390 1.869 -1.395
C -1.538 1.054 -1.512
C -1.978 0.374 -2.772
C -0.840 -0.402 -3.491
C 0.306 -0.919 -2.666
C 1.502 -0.164 -2.422
C 1.723 1.270 -2.776
C 0.538 2.244 -2.503
H -2.430 1.090 -3.481
H -0.399 0.286 -4.242
H -2.779 -0.336 -2.526
H -0.024 2.430 -3.440
H -0.415 2.589 -0.568
H -2.315 1.202 -0.757
H 1.015 3.189 -2.209
H 2.569 1.640 -2.175
H 2.425 -0.740 -2.279
H 2.050 1.392 -3.826
H -1.288 -1.237 -4.050
H 0.453 -2.002 -2.723
P -0.388 1.898 -5.598
C -0.576 3.637 -6.126
C -1.541 1.083 -6.772
P 1.788 -0.270 -5.615
C 1.240 1.397 -6.298
C 1.066 -1.331 -6.947
C 3.478 -0.229 -6.357
H 0.287 4.228 -5.788
H -1.495 4.023 -5.658
H -0.667 3.674 -7.220
H -1.385 1.528 -7.766
H -2.559 1.309 -6.422
H -1.405 -0.005 -6.815
H 3.414 0.000 -7.431
H 3.929 -1.218 -6.213
H 4.090 0.525 -5.848
H 1.981 2.158 -5.998
H 1.164 1.361 -7.401
H 1.649 -2.262 -6.955
H 1.160 -0.835 -7.926
H 0.018 -1.571 -6.738
Br -0.136 4.048 1.661
C 1.230 3.354 2.790
C 1.263 3.660 4.158
C 2.200 3.018 4.984
C 3.137 2.139 4.432
C 3.138 1.887 3.060
C 2.189 2.496 2.233
C 2.124 2.155 0.759
O 2.371 3.032 -0.073
O 1.832 0.907 0.553
H 0.559 4.379 4.562
H 2.199 3.220 6.058
H 3.875 1.642 5.066
H 3.868 1.219 2.598
*
```

C33H27ClIN2O4PPt as an isolated structure at a distorted geometry, computed with ωB97M-V with the def2-TZVPD basis set.

Output
- HOMO-LUMO gap: 0.2915 Eh
- LUMO energy: -0.468 eV
- E_HOMO: -8.40 eV

Geometry as ORCA input:
```
! wB97M-V def2-TZVPD RIJCOSX def2/J DEFGRID3
* xyz 0 1
Pt -0.672 1.485 -0.690
I 0.008 -1.493 -2.597
C -0.540 -2.680 -0.980
C -1.628 -3.478 -1.202
C -1.989 -4.485 -0.287
C -1.190 -4.710 0.788
C -0.059 -3.895 1.042
C 0.766 -4.223 2.148
C 1.871 -3.488 2.417
C 2.123 -2.327 1.656
C 1.329 -1.911 0.619
P 1.657 -0.087 0.293
C 3.421 -0.232 -0.230
C 4.208 0.923 -0.231
C 5.478 0.918 -0.781
C 5.979 -0.240 -1.362
C 5.202 -1.385 -1.392
C 3.928 -1.379 -0.832
C 1.832 0.776 1.913
C 0.886 1.687 2.383
C 1.058 2.339 3.595
C 2.184 2.101 4.369
C 3.157 1.235 3.895
C 2.987 0.592 2.679
C 0.250 -2.781 0.208
H -2.196 -3.359 -2.115
H -2.855 -5.104 -0.481
H -1.394 -5.527 1.471
H 0.506 -5.087 2.749
H 2.537 -3.751 3.229
H 2.969 -1.727 1.948
H 3.817 1.840 0.194
H 6.071 1.823 -0.770
H 6.969 -0.244 -1.800
H 5.578 -2.288 -1.856
H 3.331 -2.281 -0.878
H 0.020 1.934 1.785
H 0.307 3.045 3.928
H 2.312 2.600 5.321
H 4.063 1.066 4.464
H 3.794 -0.027 2.315
C -4.129 0.631 1.608
C -2.802 0.750 0.937
N -2.525 1.596 0.008
O -3.540 2.393 -0.460
C -1.629 -0.126 1.270
C -1.709 -1.102 2.407
N -0.603 0.007 0.534
O 1.273 0.898 -0.862
H -4.861 1.295 1.163
H -4.025 0.872 2.668
H -4.489 -0.397 1.542
H -3.073 3.126 -0.894
H -2.130 -0.632 3.299
H -0.713 -1.472 2.644
H -2.345 -1.953 2.148
Cl -5.783 1.259 -5.551
C -4.392 1.951 -4.761
C -4.240 3.328 -4.735
C -3.124 3.871 -4.117
C -2.179 3.056 -3.500
C -2.355 1.678 -3.544
C -3.454 1.117 -4.179
C -0.982 3.723 -2.852
O -0.533 4.730 -3.362
O -0.578 3.257 -1.707
H -4.980 3.961 -5.205
H -2.970 4.942 -4.107
H -1.622 1.023 -3.092
H -3.581 0.044 -4.223
*
```

The records above yield energy above the lowest of the compared OMol25 structures with the same formula, charge and spin values of 35.0; 0.0; 30.5 kcal per mole, respectively.
The records above yield M values of 100.138; 680.610; 903.998 g/mol, respectively.